Density functional theory data (wB97M-V/def2-TZVPD) for C2H2FORh as an isolated structure at a distorted geometry.

Its charge is +2. Its spin multiplicity is 5. The value obtained for the relative energy (zero: lowest compared OMol25 entry of this formula, charge and spin) is 21.9 kcal per mole. As for the gap between HOMO and LUMO (alpha / beta): 9.574 / 6.574 eV. The LUMO energy (alpha / beta) is -12.2956 / -15.2056 eV. The total energy is -361.993015 a.u.

Structure (XYZ):
```
7
C2H2FORh (wB97M-V/def2-TZVPD)
C -0.205 0.050 0.267
C -0.704 0.059 -0.937
O 0.006 -0.544 1.330
H -0.058 0.454 -1.726
H 1.519 0.019 1.604
Rh -2.452 -0.765 -1.341
F 1.895 0.726 0.803
```

Charges obtained by Löwdin population analysis, quoted in units of e: C -0.054; C -0.010; O 0.251; H 0.138; H 0.251; Rh 1.549; F -0.125

Density functional theory data (wB97M-V/def2-TZVPD) for C28H21BrCdN4O3S as an isolated structure at a distorted geometry.

As for the gap between HOMO and LUMO: 6.677 eV. The LUMO energy is -0.9003 eV. The total energy is -4664.333612 a.u.

Structure (XYZ):
```
59
C28H21BrCdN4O3S (wB97M-V/def2-TZVPD)
Cd -0.961 1.282 0.136
Br 0.092 7.041 4.851
C -0.310 5.791 3.473
C -0.379 6.250 2.148
C -0.702 5.376 1.155
C -0.973 3.992 1.400
O -1.377 3.278 0.432
C -0.817 3.535 2.762
C -0.944 2.182 3.153
N -1.090 1.175 2.345
C -1.160 -0.133 2.782
C -0.760 -0.595 4.025
C -0.837 -1.948 4.363
C -1.307 -2.875 3.471
C -1.745 -2.461 2.198
C -2.283 -3.351 1.246
C -2.696 -2.875 0.031
C -2.524 -1.511 -0.260
N -2.021 -0.663 0.607
C -1.654 -1.090 1.835
C -0.523 4.479 3.776
H -0.185 7.290 1.931
H -0.769 5.699 0.128
H -0.916 2.015 4.236
H -0.357 0.096 4.749
H -0.505 -2.260 5.341
H -1.342 -3.924 3.721
H -2.364 -4.401 1.491
H -3.126 -3.533 -0.707
H -2.780 -1.107 -1.232
H -0.451 4.143 4.801
C 1.205 -5.183 -3.733
C 0.837 -3.743 -3.565
C 0.823 -2.869 -4.643
C 0.425 -1.554 -4.480
C 0.062 -1.106 -3.226
C 0.117 -1.949 -2.134
C 0.492 -3.267 -2.305
S -0.572 0.561 -2.992
O -1.983 0.440 -2.701
O -0.182 1.350 -4.129
N 0.070 1.031 -1.590
C 1.382 1.087 -1.312
C 2.408 1.048 -2.276
C 3.710 1.115 -1.845
C 3.971 1.210 -0.479
C 2.904 1.253 0.396
N 1.635 1.189 0.009
H 1.700 -5.361 -4.683
H 0.305 -5.797 -3.701
H 1.862 -5.504 -2.928
H 1.121 -3.223 -5.618
H 0.387 -0.865 -5.306
H -0.123 -1.556 -1.159
H 0.514 -3.937 -1.460
H 2.133 1.004 -3.320
H 4.523 1.112 -2.560
H 4.980 1.263 -0.105
H 3.059 1.349 1.463
```

These are the Löwdin partial charges, in e, on atoms 1 to 8: Cd 1.423; Br 0.702; C -0.699; C -0.118; C -0.006; C -0.376; O -0.183; C -0.144

Density functional theory data (wB97M-V/def2-TZVPD) for a 7-piece molecular cluster, C24H57N7O6 overall at a distorted geometry.

The value obtained for the relative energy (zero: lowest compared OMol25 entry of this formula, charge and spin) is 0.0 kcal per mole. As for the gap between HOMO and LUMO: 8.311 eV. As for the SMILES: CCN(CC)CC.CNC(C)=O.CNC(C)=O.CNC(C)=O.CNC(C)=O.CNC(C)=O.CNC(C)=O. The LUMO energy is 0.3013 eV. The total energy is -1783.413577 a.u.

Structure (XYZ):
```
94
C24H57N7O6 (wB97M-V/def2-TZVPD)
C 3.006 -0.303 -6.666
C 2.333 -0.430 -5.320
N 2.817 0.487 -4.290
C 2.711 1.891 -4.705
C 3.305 2.814 -3.604
C 2.477 0.087 -2.905
C 0.984 0.244 -2.658
H 4.026 -0.680 -6.664
H 2.936 0.673 -7.147
H 2.359 -0.865 -7.349
H 1.238 -0.378 -5.427
H 2.509 -1.456 -4.975
H 3.369 2.001 -5.560
H 1.656 2.150 -4.857
H 4.227 2.288 -3.348
H 3.440 3.823 -3.980
H 2.683 2.807 -2.708
H 3.101 0.640 -2.210
H 2.682 -0.981 -2.983
H 0.689 1.274 -2.885
H 0.804 0.236 -1.577
H 0.296 -0.484 -3.078
C 5.717 -1.400 -3.575
N 5.198 -2.020 -2.364
C 4.994 -1.307 -1.231
C 4.058 -1.921 -0.234
O 5.348 -0.144 -1.095
H 5.683 -0.317 -3.509
H 5.178 -1.619 -4.499
H 6.729 -1.773 -3.749
H 4.802 -2.932 -2.506
H 4.651 -2.638 0.344
H 3.175 -2.405 -0.648
H 3.738 -1.142 0.453
C -4.700 1.206 1.732
N -5.993 0.624 2.023
C -6.339 -0.669 1.943
C -7.680 -1.067 2.480
O -5.632 -1.500 1.383
H -4.712 2.277 1.923
H -4.360 0.995 0.719
H -3.905 0.830 2.380
H -6.722 1.275 2.258
H -7.741 -1.901 3.185
H -8.257 -1.542 1.682
H -8.211 -0.259 2.985
C 2.256 1.504 0.886
N 0.834 1.715 1.085
C -0.078 0.728 1.112
C -1.546 1.137 1.168
O 0.240 -0.442 0.957
H 2.795 2.425 1.111
H 2.520 1.291 -0.151
H 2.612 0.747 1.581
H 0.480 2.661 1.072
H -2.139 0.315 0.753
H -1.903 1.852 0.427
H -1.774 1.262 2.225
C 1.649 -2.508 2.908
N 2.081 -3.564 3.828
C 1.334 -4.068 4.833
C -0.154 -3.679 4.927
O 1.893 -4.826 5.635
H 1.477 -1.578 3.452
H 0.798 -2.766 2.287
H 2.500 -2.262 2.273
H 3.048 -3.808 3.970
H -0.157 -2.710 5.414
H -0.793 -4.442 5.357
H -0.510 -3.584 3.901
C -0.693 3.926 -2.586
N -1.016 5.099 -1.810
C -1.096 5.108 -0.467
C -1.492 6.397 0.197
O -0.916 4.109 0.226
H -0.356 3.137 -1.912
H 0.122 4.126 -3.282
H -1.475 3.409 -3.146
H -1.302 5.936 -2.287
H -0.635 6.847 0.706
H -2.271 6.258 0.938
H -1.683 7.177 -0.546
C -2.698 -2.486 2.192
N -3.674 -2.803 3.205
C -3.508 -2.555 4.525
C -4.639 -3.100 5.385
O -2.536 -1.979 4.979
H -2.172 -1.529 2.269
H -3.188 -2.530 1.224
H -1.769 -3.071 2.217
H -4.348 -3.489 2.920
H -5.378 -3.639 4.789
H -5.184 -2.391 6.004
H -4.218 -3.847 6.063
```

These are the Löwdin partial charges, in e, on atoms 1 to 8: C -0.096; C -0.280; N -0.202; C -0.242; C -0.073; C -0.225; C -0.060; H 0.069

Density functional theory data (wB97M-V/def2-TZVPD) for a 2-piece molecular cluster, H4O2 overall at a distorted geometry.

The value obtained for the relative energy (zero: lowest compared OMol25 entry of this formula, charge and spin) is 2.5 kcal per mole. As for the gap between HOMO and LUMO: 11.448 eV. As for the SMILES: O.O. The LUMO energy is 0.6905 eV. The total energy is -152.871004 a.u.

Structure (XYZ):
```
6
H4O2 (wB97M-V/def2-TZVPD)
O -1.282 -0.795 -0.054
H -1.587 -1.054 0.786
H -0.547 -0.194 0.103
O 0.908 0.631 0.045
H 1.454 -0.038 -0.424
H 1.054 1.451 -0.457
```

Charges obtained by Löwdin population analysis, quoted in units of e: O -0.061; H 0.001; H -0.044; O -0.054; H 0.084; H 0.073